Record 1
Computed, not measured: a 11-piece molecular cluster, C29H69BFN22O15S overall at a distorted geometry, with the ωB97M-V functional and the def2-TZVPD basis.

```
138
C29H69BFN22O15S | the Open Molecules 2025 dataset | the ωB97M-V functional and the def2-TZVPD basis
C 2.0308 -5.7734 3.0670
C 1.9248 -5.5611 1.5500
C 2.6607 -4.2936 1.1815
O 3.7581 -4.0298 1.5904
O 2.0238 -3.4347 0.3203
C 1.0673 -2.5661 0.9631
C 1.2743 -1.1813 0.3926
C 0.2592 -0.1556 0.9350
C 0.9475 1.1289 1.4358
B 1.7688 0.9402 2.7938
O 2.4272 2.0715 3.2641
N 1.7961 -0.3244 3.5058
C 3.1451 -0.9505 3.4402
C 1.4171 -0.1219 4.9121
C 1.8197 1.7132 0.3372
N 1.3185 1.5581 -1.0715
F 2.2197 0.7790 -1.7835
C -0.0634 1.0378 -1.2996
C -0.7427 0.2934 -0.1355
S -1.4512 -1.1797 -0.9429
O -1.7122 1.1905 0.3687
C -2.3937 0.8072 1.5152
O -1.9709 1.1851 2.5768
C -3.6418 0.0295 1.4044
C -4.0725 -0.6293 2.5556
C -5.2398 -1.3724 2.5596
C -5.9776 -1.4823 1.3821
C -5.5598 -0.8364 0.2249
C -4.3906 -0.0873 0.2360
H 3.0740 -5.6981 3.3526
H 1.4811 -4.9887 3.5792
H 1.6346 -6.7506 3.3166
H 2.3668 -6.3928 1.0079
H 0.8878 -5.4447 1.2417
H 1.1821 -2.5600 2.0448
H 0.0664 -2.9432 0.7569
H 1.2462 -1.2589 -0.6921
H 2.2915 -0.8884 0.6497
H -0.2126 -0.6204 1.7984
H 0.1598 1.8526 1.6578
H 1.7387 2.7011 3.5429
H 3.6739 -0.7946 4.3780
H 3.0672 -2.0260 3.3054
H 3.7225 -0.5467 2.6098
H 1.3692 -1.0876 5.4101
H 2.1252 0.5158 5.4477
H 0.4215 0.3114 4.9865
H 1.9794 2.7702 0.5315
H 2.8048 1.2595 0.3835
H 1.3848 2.4642 -1.5374
H -0.0196 0.4085 -2.1863
H -0.6909 1.8782 -1.5958
H -1.6808 -2.0653 0.0316
H -3.4993 -0.5526 3.4658
H -5.5330 -1.8570 3.4761
H -6.8759 -2.0838 1.3921
H -6.1064 -0.9213 -0.6990
H -4.0600 0.4140 -0.6596
C 0.7625 -1.4108 -4.3565
O 0.5447 -0.1940 -4.4279
N 1.7609 -1.9752 -5.0731
N 0.0702 -2.2669 -3.5675
H 1.9869 -2.9570 -5.0224
H 2.2938 -1.3796 -5.6791
H -0.7019 -1.9244 -3.0154
H 0.3046 -3.2428 -3.5098
C 3.3300 -5.3677 -2.9368
O 2.7143 -4.8883 -3.8812
N 4.0662 -4.5834 -2.1025
N 3.3358 -6.7055 -2.6682
H 4.6022 -4.9269 -1.3275
H 4.0659 -3.5990 -2.2933
H 2.8129 -7.3011 -3.2826
H 3.8450 -7.1152 -1.9084
C -4.1971 5.4066 -1.8249
O -5.2746 4.8317 -1.7489
N -3.0146 4.7595 -1.6532
N -4.1096 6.7441 -2.0994
H -2.1220 5.2052 -1.7311
H -3.0375 3.7781 -1.4611
H -4.9684 7.2436 -2.2350
H -3.2420 7.2411 -2.1643
C -0.4993 3.5274 5.3577
O 0.2108 3.7105 4.3735
N -1.8501 3.6489 5.2999
N 0.0181 3.1917 6.5727
H -2.4532 3.5077 6.0876
H -2.2532 3.8886 4.4129
H 1.0146 3.1025 6.6418
H -0.5418 3.0403 7.3902
C -2.6674 -4.8031 2.4235
O -1.8279 -4.0790 2.9412
N -3.7294 -4.3143 1.7288
N -2.6038 -6.1677 2.5015
H -4.4166 -4.8941 1.2869
H -3.8157 -3.3169 1.6521
H -1.8398 -6.5645 3.0147
H -3.2829 -6.7772 2.0880
C -2.2067 -4.7495 -1.8245
O -2.6182 -3.7851 -1.1933
N -3.0231 -5.5112 -2.6016
N -0.8899 -5.1252 -1.7975
H -2.7072 -6.3022 -3.1301
H -3.9915 -5.2525 -2.6434
H -0.2625 -4.5818 -1.2312
H -0.5263 -5.9082 -2.3077
C -8.5157 3.2778 -3.8117
O -9.4231 2.8739 -4.5157
N -8.6204 4.3908 -3.0256
N -7.2994 2.6492 -3.7437
H -7.8711 4.7260 -2.4449
H -9.4910 4.8868 -3.0442
H -7.1744 1.8287 -4.3047
H -6.5450 2.9784 -3.1670
C 6.2901 2.9898 1.5953
O 7.0044 3.2860 0.6532
N 4.9248 3.0781 1.5214
N 6.7829 2.5508 2.7874
H 4.3041 2.8424 2.2788
H 4.5435 3.4075 0.6557
H 7.7795 2.4772 2.8734
H 6.2051 2.3075 3.5696
C 8.1681 6.6850 -1.9693
O 7.8547 7.8258 -2.2590
N 9.1137 5.9850 -2.6723
N 7.6056 6.0078 -0.9249
H 9.3869 5.0473 -2.4501
H 9.5483 6.4525 -3.4449
H 6.9121 6.4931 -0.3892
H 7.8423 5.0657 -0.6668
C -1.3460 3.1211 -4.2898
O -1.2908 3.1139 -3.0575
N -0.9188 2.1058 -5.0719
N -1.8619 4.1991 -4.9507
H -0.9687 2.1559 -6.0722
H -0.5153 1.2678 -4.6605
H -2.1996 4.9645 -4.3987
H -1.9313 4.2523 -5.9489
```

E_LUMO   -2.16 eV
DFT total energy   -4002.79515 a.u.
Charge   +1
Frontier orbital gap   8.58 eV

***

Record 2
Computed, not measured: a 2-piece molecular cluster, C24H40F2N2O6S2 overall at a distorted geometry, with the ωB97M-V functional and the def2-TZVPD basis.

```
76
C24H40F2N2O6S2 | the Open Molecules 2025 dataset | the ωB97M-V functional and the def2-TZVPD basis
C 2.9774 -3.3278 3.5178
C 2.8321 -3.8087 2.0384
O 1.9654 -4.6210 1.7829
O 3.6663 -3.3917 1.0150
C 2.9349 -2.7419 -0.0415
C 3.7100 -1.5898 -0.7755
C 3.5089 -0.1649 -0.1357
C 3.6798 -0.0793 1.4308
C 2.6913 0.9706 2.0968
C 1.8548 0.3844 3.3233
C 0.4195 1.0504 3.3494
C -0.7712 0.0183 3.3693
C -1.1143 -0.6510 1.9843
C -0.9171 0.2698 0.7281
C -1.7030 1.6274 0.7655
C -2.1415 2.0894 -0.6936
C -0.8455 2.1428 -1.5775
C -0.8498 1.5707 -2.9139
C 0.3718 1.5884 -3.7264
C 1.5855 2.1768 -3.1765
C 1.5786 2.7787 -1.8530
C 0.3703 2.7724 -1.0432
C -2.6465 -1.1261 1.9758
C -2.9957 -2.0332 0.7181
C -2.0113 -3.2541 0.6448
N -0.5769 -2.8370 0.7329
C -0.2682 -1.9932 1.9231
H 1.9890 -3.0676 3.9785
H 3.4883 -4.0947 4.1624
H 3.6079 -2.3993 3.6092
H 1.9470 -2.3159 0.2691
H 2.7104 -3.5308 -0.8141
H 4.7884 -1.8510 -0.9491
H 3.2541 -1.5396 -1.8076
H 2.4982 0.2241 -0.4599
H 4.2493 0.5174 -0.6427
H 3.5601 -1.0441 1.9787
H 4.7378 0.2637 1.6137
H 2.0580 1.3878 1.2743
H 3.3210 1.8181 2.4903
H 1.8478 -0.7317 3.3703
H 2.4143 0.7283 4.2399
H 0.3848 1.8080 2.5333
H 0.3437 1.6345 4.3116
H -1.6844 0.5710 3.7196
H -0.5438 -0.7764 4.1247
H 0.1905 0.4766 0.6430
H -1.1742 -0.2799 -0.2248
H -1.0951 2.4821 1.1716
H -2.6343 1.6021 1.3883
H -2.6984 3.0621 -0.6754
H -2.7971 1.2867 -1.1261
H -1.7842 1.1124 -3.3185
H 0.3605 1.1381 -4.7433
H 2.5411 2.1985 -3.7434
H 2.4874 3.2528 -1.4113
H 0.3943 3.2458 -0.0383
H -3.3604 -0.2719 2.0351
H -2.8394 -1.7702 2.8829
H -4.0377 -2.4491 0.7736
H -2.9304 -1.4880 -0.2563
H -2.2915 -3.9635 1.4735
H -2.1062 -3.8487 -0.3047
H -0.2137 -2.4005 -0.1259
H -0.0311 -3.7134 0.8436
H 0.8330 -1.8286 1.9845
H -0.5865 -2.5863 2.8277
N -3.7670 3.9121 -5.4129
S -4.4693 2.6643 -4.7596
O -4.0013 1.3645 -5.1600
O -5.8678 2.7733 -4.4671
F -3.8445 2.7616 -3.2813
S -4.1203 4.0629 -6.9413
O -3.2544 4.9749 -7.6297
O -5.5063 4.1412 -7.2970
F -3.6735 2.6657 -7.5681
```

E_LUMO   -1.00 eV
DFT total energy   -2495.41032 a.u.
Frontier orbital gap   7.28 eV

***

Record 3
Computed, not measured: a 2-piece molecular cluster, C16H17NO overall at a distorted geometry, with the ωB97M-V functional and the def2-TZVPD basis.

```
35
C16H17NO | the Open Molecules 2025 dataset | the ωB97M-V functional and the def2-TZVPD basis
C 1.1515 0.5662 2.7302
C 0.3167 -0.4890 2.1656
C 0.6010 -1.8266 2.1249
N -0.5263 -2.6318 1.6874
C -1.4769 -1.6759 1.5984
C -2.8786 -1.9523 1.3644
C -3.7006 -0.8867 1.1081
C -3.2508 0.4213 1.1849
C -1.9801 0.7479 1.6441
C -1.0543 -0.3148 1.7405
H 0.7182 1.5940 2.9550
H 1.9286 0.7954 2.0517
H 1.6914 0.1959 3.5973
H 1.4521 -2.2594 2.3925
H -0.7547 -3.7155 1.7596
H -3.0124 -3.0566 1.1622
H -4.7374 -1.0849 0.5717
H -3.8686 1.2095 0.9763
H -1.5545 1.7708 1.5588
C 2.1765 2.6970 -0.7739
C 1.6567 1.4375 -1.5672
C 2.5355 0.6466 -2.3186
C 2.0234 -0.3467 -3.2034
C 0.6117 -0.5357 -3.2374
O 0.0255 -1.3764 -4.0760
C -0.2770 0.1835 -2.3457
C 0.2983 1.1860 -1.5231
H 2.3480 3.5588 -1.5152
H 3.0844 2.5939 -0.1845
H 1.4685 3.0749 0.0279
H 3.5789 0.7423 -2.2950
H 2.6751 -0.8190 -3.8473
H 0.4450 -2.2117 -4.3765
H -1.3745 0.0174 -2.3592
H -0.3401 1.7443 -0.7784
```

E_LUMO   0.74 eV
DFT total energy   -749.80143 a.u.
Structure (SMILES)   Cc1c[nH]c2ccccc12.Cc1ccc(O)cc1
Relative energy (zero: lowest compared OMol25 entry of this formula, charge and spin)   62.0 kcal/mol
Frontier orbital gap   8.61 eV

***

Record 4
Computed, not measured: a 2-piece molecular cluster, C7H14 overall at a distorted geometry, with the ωB97M-V functional and the def2-TZVPD basis.

```
21
C7H14 | the Open Molecules 2025 dataset | the ωB97M-V functional and the def2-TZVPD basis
C -1.4811 -0.6933 2.3183
C -1.3102 0.0055 -0.4885
C -0.4764 0.8494 -1.4647
C 0.7169 -0.1032 -1.2427
C 2.1105 0.4887 -1.1422
C -0.0145 -0.6526 0.0114
C 0.3036 -0.0934 1.3434
H -1.8529 0.5709 0.2741
H -2.4486 -0.2296 1.9984
H -1.6129 -1.7646 2.1679
H -1.9917 -0.7103 -0.9486
H -0.8655 0.9547 -2.4775
H -0.2721 1.8462 -1.0540
H 0.7026 -0.8965 -1.9980
H 2.1603 1.2735 -0.3770
H 2.8631 -0.2705 -0.8978
H 2.3915 0.9442 -2.0988
H -0.0091 -1.7424 0.1194
H -0.5862 -0.3411 2.8493
H 0.3774 1.0089 1.3795
H 1.2949 -0.4446 1.7280
```

E_LUMO   1.04 eV
DFT total energy   -274.94832 a.u.
Relative energy (zero: lowest compared OMol25 entry of this formula, charge and spin)   105.4 kcal/mol
Frontier orbital gap   9.32 eV